1.
The following is a DFT calculation (ωB97M-V/def2-TZVPD) of a 2-piece molecular cluster, C5H14NO overall.

```
21
Properties=species:S:1:pos:R:3:mulliken_charge:R:1
C 0.63632 -2.39033 0.31199 -0.0168
C 1.46671 -2.24958 1.32532 -0.6855
N 0.90560 -1.70843 -0.97114 -0.2394
H -0.25676 -2.98305 0.30471 0.3668
H 1.20834 -2.75192 2.24677 0.2714
H 2.33974 -1.61329 1.28266 0.2387
H 0.27746 -0.83773 -1.06400 0.2916
H 1.86111 -1.33475 -1.00883 0.3831
H 0.85918 -2.38966 -1.73989 0.3782
C -1.98188 1.82555 0.55497 -1.5537
C -0.58820 1.34174 0.20023 0.7413
C 0.34011 2.46882 -0.17904 -1.3018
O -0.64305 0.34341 -0.87316 -0.5955
H -2.66665 1.00996 0.78097 0.4113
H -2.42113 2.45101 -0.22454 0.4152
H -1.88393 2.45879 1.43586 0.4074
H -0.21070 0.77501 1.05507 0.1445
H 0.28710 3.23597 0.58881 0.3712
H 0.08926 2.87426 -1.15861 0.3237
H 1.37415 2.12861 -0.26785 0.3411
H -1.47161 0.45714 -1.35414 0.3074
```

The energy relative to the best compared isomer or geometry (same formula, charge and spin) comes out at 1.369 eV. The value obtained for the HOMO-LUMO gap is 11.802 eV. The charge is +1. The total energy is -8942.6393 eV. Its HOMO energy is -14.897 eV.

---

2.
The following is a DFT calculation (ωB97M-V/def2-TZVPD) of a 2-piece molecular cluster, C5H14NO overall.

```
21
Properties=species:S:1:pos:R:3:mulliken_charge:R:1
C 2.28118 -0.20330 -0.05183 -0.3510
O 1.59357 -0.25433 1.24052 -0.6028
C 1.32314 -0.36951 -1.17888 -0.1035
C 0.99976 0.60502 -2.03030 -0.8090
H 3.02562 -1.00764 -0.05690 0.3555
H 2.81807 0.75889 -0.09378 0.2715
H 2.21307 -0.70127 1.82513 0.3209
H 0.95686 -1.39009 -1.28384 0.3389
H 0.18779 0.56103 -2.73817 0.3282
H 1.55742 1.54237 -1.98686 0.2458
C -2.59407 -0.14848 -0.56819 -1.2782
C -1.88651 0.67470 0.45400 -0.1951
N -1.15145 -0.18141 1.47560 -0.2301
H -3.00805 0.47328 -1.36093 0.3464
H -1.95301 -0.86012 -1.07679 0.3648
H -3.48222 -0.64550 -0.17279 0.4176
H -1.10810 1.29109 -0.00711 0.2554
H -2.54547 1.32498 1.04627 0.3460
H -1.56670 -1.11587 1.45815 0.3685
H -1.35412 0.10952 2.43280 0.3956
H -0.08820 -0.20730 1.35715 0.2144
```

The energy relative to the best compared isomer or geometry (same formula, charge and spin) comes out at 1.481 eV. The value obtained for the HOMO-LUMO gap is 10.651 eV. The charge is +1. The total energy is -8942.5266 eV. Its HOMO energy is -13.736 eV.

---

3.
The following is a DFT calculation (ωB97M-V/def2-TZVPD) of a 2-piece molecular cluster, C5H14NO overall.

```
21
Properties=species:S:1:pos:R:3:mulliken_charge:R:1
C 0.52602 1.15264 -1.06738 -0.6567
C 0.49589 1.55991 0.42566 -0.4625
C 1.55427 0.82513 1.25525 -0.5404
C 0.67233 -1.42847 1.54782 -0.8994
C 1.54769 -0.66775 0.84676 -0.1676
N -0.27749 -0.13566 -1.21618 -0.1939
H 0.05635 1.81384 -1.86067 0.3903
H 1.56610 0.81446 -1.38871 0.3529
H -0.64308 1.68903 0.87257 0.2513
H 0.76190 2.61758 0.27277 0.3441
H 2.58504 1.13776 1.12135 0.3100
H 1.22407 0.76497 2.33602 0.3356
H -0.19290 -1.11823 2.15788 0.3298
H 0.60627 -2.47450 1.26988 0.3714
H 2.47996 -1.23736 0.60309 0.2990
H 0.03895 -0.78271 -1.88600 0.2847
H -1.14667 0.20186 -1.55910 0.3822
H -0.50948 -0.67605 -0.43742 0.2630
H -3.66513 -1.36235 -1.90904 0.3214
H -3.83584 -0.68780 -0.43948 0.3174
O -3.27004 -1.04995 -1.08607 -0.6326
```

The energy relative to the best compared isomer or geometry (same formula, charge and spin) comes out at 2.909 eV. The value obtained for the HOMO-LUMO gap is 10.552 eV. The charge is +1. The total energy is -8941.0994 eV. Its HOMO energy is -13.607 eV.

---

4.
The following is a DFT calculation (ωB97M-V/def2-TZVPD) of a 2-piece molecular cluster, C5H14NO2 overall.

```
22
Properties=species:S:1:pos:R:3:mulliken_charge:R:1
C -0.51051 0.46310 -0.53061 -0.3753
C 0.92781 0.80220 -1.06840 0.0029
C 0.86606 0.36430 -2.63211 -1.4220
C 1.88484 -0.21255 -0.24911 -1.0311
N -0.91269 1.19898 0.79499 -0.3956
C -1.71976 0.59995 1.91933 -0.5994
O -1.10323 -0.43920 2.53334 -0.8722
H -1.36227 0.66383 -1.24507 0.2716
H -0.50180 -0.69458 -0.22899 0.0580
H 1.33522 1.72881 -0.73084 0.4639
H 0.30535 1.08013 -3.13131 0.4042
H 0.44556 -0.59555 -2.44586 0.3175
H 1.90539 0.31771 -2.86276 0.4118
H 1.29641 -1.16586 -0.11932 0.2521
H 2.74286 -0.48639 -0.88203 0.3869
H 2.16677 0.27994 0.69107 0.3114
H 0.00451 1.56561 1.19082 0.2521
H -1.91672 1.58236 2.50985 0.2997
H -2.71084 0.36275 1.59888 0.3207
H -0.91492 -1.61246 1.75648 0.5055
H -1.35546 -3.24858 1.84716 0.2227
O -0.87259 -2.55450 1.28447 -0.7853
```

The energy relative to the best compared isomer or geometry (same formula, charge and spin) comes out at 1.818 eV. The value obtained for the HOMO-LUMO gap is 7.103 eV. The charge is -1. The total energy is -10995.7877 eV. Its HOMO energy is -3.285 eV.

---

5.
The following is a DFT calculation (ωB97M-V/def2-TZVPD) of a 2-piece molecular cluster, C5H14NO2 overall.

```
22
Properties=species:S:1:pos:R:3:mulliken_charge:R:1
C -0.78602 1.04415 0.91386 -0.9252
O -0.59372 2.36718 0.79968 -0.8984
C 0.12996 0.23697 -0.14084 0.1327
C -0.05228 -1.34768 0.11222 -0.9750
C 0.42960 -2.18262 -1.07046 -0.3175
C -0.62732 -3.25571 -1.43800 -1.2766
N -0.31310 0.55783 -1.48354 -0.6884
H -1.81091 0.70109 0.64482 0.3863
H -0.54312 0.71858 1.95518 0.2622
H 1.18747 0.40531 0.04746 0.3331
H -1.12688 -1.43202 0.20167 0.2705
H 0.40198 -1.60942 1.05648 0.4203
H 1.39887 -2.70750 -1.00974 0.3472
H 0.61372 -1.48487 -1.89783 0.3622
H -0.31549 -3.63263 -2.42635 0.3750
H -1.62874 -2.87345 -1.63591 0.3405
H -0.68213 -3.99168 -0.64570 0.3077
H -1.31677 0.44272 -1.55909 0.2592
H -0.10616 1.54475 -1.60122 0.2791
H 0.94351 2.53181 1.43000 0.4418
H 1.97170 1.60565 1.84543 0.2768
O 1.70129 2.48363 2.11199 -0.7137
```

The energy relative to the best compared isomer or geometry (same formula, charge and spin) comes out at 0.534 eV. The value obtained for the HOMO-LUMO gap is 6.776 eV. The charge is -1. The total energy is -10997.0716 eV. Its HOMO energy is -3.110 eV.

---

6.
The following is a DFT calculation (ωB97M-V/def2-TZVPD) of a 2-piece molecular cluster, C5H14NO2 overall.

```
22
Properties=species:S:1:pos:R:3:lowdin_spin:R:1
C -2.22625 -0.69355 -0.70820 0.0003
C -2.48197 0.17744 0.54480 0.0000
C -0.68021 -1.16028 -0.94610 0.0031
N 0.01469 -0.10584 -1.72735 0.0409
C 1.48147 -0.12511 -1.26044 0.0525
C 1.98690 0.78336 -0.04917 0.0882
O 2.59529 -0.00011 0.87337 0.7708
H -2.46863 -0.11810 -1.57470 0.0000
H -2.82749 -1.60630 -0.66588 0.0000
H -1.74118 -0.01631 1.40018 0.0000
H -3.43090 0.07973 1.01287 0.0000
H -2.20477 1.22182 0.44599 0.0000
H -0.39413 -1.24133 0.13426 0.0012
H -0.63063 -2.09140 -1.50694 0.0003
H -0.20426 0.86834 -1.55799 0.0013
H 1.77450 -1.11877 -1.00370 -0.0004
H 2.11707 0.12820 -2.09861 0.0033
H 1.10693 1.36353 0.39034 -0.0024
H 2.73404 1.46483 -0.34844 0.0374
H 1.55646 1.41552 3.06688 -0.0002
H 2.15802 0.24070 2.33327 -0.0026
O 1.76505 0.53364 3.24556 0.0062
```

The energy relative to the best compared isomer or geometry (same formula, charge and spin) comes out at 1.628 eV. Its spin multiplicity is 2. The value obtained for the HOMO-LUMO gap (spin up / spin down) is 10.611 / 7.303 eV. The total energy is -10993.2978 eV. Its HOMO energy (spin up / spin down) is -9.773 / -9.759 eV.